Record 1
The following is a quantum chemistry calculation of a cluster of 13 separate species, C37H92B6F24N9O5 in total, from the Open Molecules 2025 dataset.

As for the total charge: +2. Its maximum force is 6.81 eV Å⁻¹. The spin multiplicity is 2. Its total energy is -4880.39701 Eh. For the molar mass, the calculation gives 1264.0 g mol⁻¹.

```
173
Properties=species:S:1:pos:R:3:forces:R:3
C -7.308529 -4.335122 -7.213890 1.4 1.5 1.3
C -6.970665 -3.643312 -5.836360 -0.1 -0.7 -0.2
N -5.681448 -2.874100 -5.830813 2.0 -1.4 -0.8
C -5.298200 -1.954505 -6.831921 -0.1 0.1 2.0
C -4.044191 -1.529091 -6.501158 0.1 -1.0 -0.3
N -3.569287 -2.324254 -5.452512 -1.9 0.1 -0.7
C -4.536224 -3.180221 -5.100376 -1.9 1.5 -1.3
C -2.282801 -2.209894 -4.796273 0.6 -1.4 -0.2
H -8.267143 -4.853716 -7.198867 0.1 0.3 0.0
H -6.486572 -5.022198 -7.414984 -0.2 -0.1 -0.2
H -7.245197 -3.495358 -7.905904 -0.5 -0.5 -0.6
H -6.907103 -4.444022 -5.099531 0.2 0.4 0.3
H -7.752199 -2.952869 -5.519205 0.1 0.0 -0.1
H -5.992483 -1.600980 -7.579849 0.1 0.0 0.2
H -3.396277 -0.853543 -7.039911 -0.1 0.1 0.3
H -4.465571 -3.975475 -4.373067 -0.1 0.4 0.1
H -1.805692 -1.257901 -5.029026 -0.3 -0.1 0.4
H -1.667156 -3.023928 -5.178942 0.3 0.3 -0.1
H -2.428046 -2.483993 -3.751346 0.2 0.8 0.0
C -0.549094 5.888712 2.130336 1.3 -0.9 0.5
C -1.907449 5.861182 1.539362 -0.5 3.2 -0.3
N -2.655985 4.717415 1.905501 -2.6 -6.0 1.8
C -2.674873 4.102483 3.198422 2.4 3.8 -1.8
C -3.333269 2.893872 3.217679 -2.1 -1.1 -3.8
N -3.860855 2.761894 1.918862 1.9 0.6 0.5
C -3.367864 3.815895 1.109475 0.6 0.8 3.0
C -4.550102 1.558178 1.318169 -0.1 0.5 0.4
H 0.022182 6.795907 1.933497 -0.2 -0.1 -0.8
H -0.080486 4.974123 1.766971 0.8 0.2 0.1
H -0.476167 5.867266 3.217691 -0.5 -0.3 0.1
H -1.929633 6.003516 0.458919 0.2 -0.5 -0.2
H -2.443178 6.725105 1.932736 -0.4 0.1 0.0
H -2.076041 4.608168 3.941454 -0.1 -0.3 0.5
H -3.421702 2.145948 3.991742 0.0 0.0 0.1
H -3.523200 3.989819 0.054943 0.0 -0.3 -0.5
H -4.292004 1.508947 0.260313 0.1 -0.2 0.2
H -5.625475 1.708263 1.413799 0.1 0.0 0.0
H -4.233090 0.685932 1.889827 0.0 0.0 -0.3
C 4.345983 5.103165 -1.512225 -0.5 0.4 -0.3
N 3.441116 6.090734 -0.724120 -0.1 -0.1 0.6
C 2.354760 5.250375 -0.020158 0.7 0.9 -0.1
C 4.343660 6.818786 0.322246 -1.2 -0.4 -0.8
C 2.781072 7.135532 -1.657861 -1.0 0.5 1.0
C 1.584732 8.004753 -0.991154 0.7 -2.4 -0.7
O 2.041097 8.789577 0.050955 1.0 1.1 0.7
H 4.775536 4.341434 -0.861570 -0.3 0.2 0.3
H 5.163923 5.602264 -2.031819 -0.2 0.4 0.2
H 3.745321 4.596247 -2.267444 -0.2 0.0 0.2
H 2.903534 4.453274 0.481423 -0.4 0.0 0.1
H 1.571181 4.898334 -0.691104 0.5 -0.3 -0.6
H 1.803103 5.906693 0.652911 0.6 -0.1 0.3
H 3.773190 7.403997 1.043498 -0.4 -0.1 -0.4
H 4.908213 7.508716 -0.304938 0.6 -0.3 0.5
H 4.877264 6.066313 0.902892 0.4 0.1 -0.6
H 2.408505 6.562845 -2.507160 -0.2 0.1 0.1
H 3.564182 7.809733 -2.004694 0.0 -0.1 0.1
H 0.862888 7.340346 -0.516171 -0.3 -0.5 -0.9
H 1.079203 8.585150 -1.762955 0.2 -0.2 -0.3
H 1.308138 9.363439 0.285624 0.1 0.3 0.2
C 5.285521 -4.432861 0.592244 -0.9 -0.7 -1.6
N 3.784225 -4.735458 0.437447 0.6 -0.3 -0.9
C 3.203971 -3.499262 -0.341436 0.2 -1.5 1.6
C 3.482718 -6.068110 -0.390510 -0.7 1.6 1.1
C 3.200980 -4.871316 1.855941 -0.1 -0.7 0.3
C 1.682034 -4.780722 2.041477 1.3 0.0 -1.0
O 1.369334 -3.430835 1.861378 -0.3 0.4 0.2
H 5.451832 -3.474215 1.083626 -0.2 -0.4 0.5
H 5.628697 -4.264575 -0.428535 0.1 -0.2 0.0
H 5.797360 -5.315205 0.976424 0.0 0.4 0.4
H 3.602098 -3.320693 -1.340296 0.3 -0.6 0.2
H 3.549598 -2.755761 0.376784 -0.9 0.7 -0.5
H 2.139803 -3.725611 -0.407806 0.2 0.8 0.1
H 2.397620 -6.042161 -0.490430 0.0 0.0 -0.2
H 3.712380 -6.954497 0.200814 0.5 0.3 -0.1
H 3.897120 -6.030229 -1.397954 0.3 0.2 0.4
H 3.609898 -4.146429 2.559802 0.3 0.6 -0.7
H 3.613652 -5.800159 2.249715 -0.2 -0.3 -0.3
H 1.421755 -5.085819 3.055026 0.1 -0.3 0.0
H 1.148439 -5.363754 1.290841 -0.1 -0.5 0.1
H 0.496441 -3.408304 2.260305 -0.6 0.8 0.0
C -0.669855 1.404320 0.293556 1.2 -1.3 0.4
N 0.450085 0.555979 -0.387703 0.8 -0.9 -0.5
C 0.563086 0.970189 -1.881901 -1.2 0.7 1.0
C 1.782421 0.887887 0.336475 -1.3 0.4 -0.8
C 0.289789 -1.002707 -0.237361 -0.4 0.6 1.0
C -1.096491 -1.545954 -0.421938 -0.4 0.2 -1.3
O -1.591124 -1.107229 -1.678293 0.1 0.3 -0.6
H -1.656953 1.380698 -0.168157 0.4 -0.4 -0.7
H -0.329660 2.435017 0.393747 0.2 -0.1 -0.3
H -0.742988 0.975714 1.293081 -0.1 0.1 0.1
H 1.208100 0.395095 -2.546218 0.4 -0.2 0.9
H 0.850241 2.018804 -1.804034 0.1 -0.1 -0.6
H -0.458165 0.890251 -2.254395 0.2 0.1 0.0
H 2.638445 0.414708 -0.144586 -0.3 -0.4 0.0
H 1.631409 0.622753 1.382898 0.2 0.1 -0.1
H 1.924642 1.956836 0.177610 0.0 0.0 0.3
H 0.617947 -1.304921 0.757171 0.0 0.5 0.3
H 0.968405 -1.550870 -0.890890 0.0 0.8 -0.6
H -1.898820 -1.268663 0.261787 0.7 -0.2 1.0
H -0.952288 -2.622935 -0.508039 -0.1 -0.3 0.7
H -2.431799 -1.561191 -1.772029 -0.5 0.0 -0.3
C -3.036746 -5.623902 -2.087520 0.9 -1.5 0.9
N -3.161089 -6.373951 -0.712999 -0.1 0.2 0.8
C -3.493102 -7.889416 -0.968560 0.4 1.8 0.1
C -1.841283 -6.367194 0.056094 -0.9 0.0 -0.7
C -4.179810 -5.650725 0.201461 -0.6 -0.6 -0.1
C -4.436944 -6.154971 1.669693 0.4 0.9 -0.7
O -4.705576 -7.525854 1.798571 0.0 -0.5 -0.5
H -2.543516 -4.655188 -2.007384 -0.1 -0.3 0.5
H -3.955084 -5.521563 -2.665691 -0.3 -0.3 0.7
H -2.372379 -6.333163 -2.581146 0.1 0.5 -0.5
H -4.479482 -7.839131 -1.429675 0.2 -0.7 0.0
H -3.407365 -8.499127 -0.069113 -0.7 0.6 0.3
H -2.673142 -8.274498 -1.574766 -0.4 0.3 -0.6
H -1.430609 -5.357756 0.078087 -0.1 -0.2 0.0
H -1.187823 -7.072585 -0.457254 0.2 0.2 0.2
H -2.148068 -6.701723 1.047090 0.6 0.0 -0.1
H -5.093251 -5.594872 -0.390655 -0.2 -0.3 0.2
H -3.875184 -4.607053 0.279153 0.4 -0.1 0.0
H -5.305800 -5.590877 2.008776 -0.1 0.3 -0.2
H -3.629387 -5.858773 2.339189 0.3 0.1 -0.2
H -5.055230 -7.640096 2.685300 0.0 -0.3 0.1
C 3.802884 4.466603 5.398881 1.5 -0.7 -0.4
N 5.093820 3.859063 4.752586 0.0 0.4 -0.7
C 6.244653 4.957383 4.859282 -1.4 -1.6 0.1
C 5.436650 2.550019 5.508741 0.5 0.7 0.0
C 4.971888 3.496916 3.251159 -1.8 0.2 0.4
C 3.670750 2.701324 2.871187 0.3 -0.5 0.1
O 2.519636 3.508301 2.906847 0.4 1.2 -0.3
H 4.106559 4.837639 6.377767 0.0 -0.2 0.1
H 3.103262 3.636151 5.493626 -0.3 0.5 -0.2
H 3.492422 5.332376 4.813947 -0.2 -0.5 -0.2
H 5.985974 5.942345 4.470658 -0.8 -0.3 -0.2
H 7.034912 4.571295 4.215440 0.4 0.0 0.8
H 6.355881 5.075624 5.937125 0.9 -0.2 -0.2
H 6.186124 1.887006 5.076534 0.6 0.9 -0.8
H 4.618651 1.829685 5.518556 -0.7 0.9 0.5
H 5.845084 2.870554 6.467148 -0.6 -0.3 0.2
H 5.905892 2.989542 3.009711 -0.3 -0.1 -0.2
H 4.878445 4.428073 2.692324 0.3 0.2 0.2
H 3.572473 1.792052 3.464200 -0.1 0.0 0.3
H 3.723929 2.347393 1.841618 0.9 0.0 -0.1
H 1.764977 3.161649 3.388434 0.4 -0.5 0.2
B -1.552745 -3.539426 3.330285 0.0 -0.3 1.2
F -1.456415 -2.219053 2.938617 -0.4 1.7 0.4
F -0.538454 -3.835321 4.251125 0.5 0.0 0.1
F -2.746530 -3.990220 3.847030 -0.9 0.5 0.3
F -1.332047 -4.208589 2.160230 0.6 -1.8 -2.1
B 0.635309 -4.172777 -3.012778 1.1 -0.5 1.0
F -0.288262 -4.538552 -2.043075 -1.6 -0.2 0.9
F 1.560419 -5.192609 -3.038921 1.2 -1.2 -0.3
F 0.076643 -4.027722 -4.238748 -0.7 0.7 -0.9
F 1.308899 -3.065169 -2.480626 0.0 1.3 -0.4
B 4.681632 1.548638 -1.771655 -0.4 -0.4 -4.4
F 5.774260 2.075339 -2.525114 -0.1 0.0 1.3
F 4.547829 1.931873 -0.505740 0.8 1.0 3.5
F 3.518038 2.006175 -2.406394 -1.4 1.3 -0.6
F 4.580783 0.189209 -1.947971 0.8 -1.5 0.8
B 0.090192 2.673256 4.616928 -0.1 -1.4 1.2
F 1.259331 2.154585 5.108098 1.8 -0.5 -0.1
F -0.133844 2.193120 3.323024 -0.4 0.2 -1.0
F -0.893710 2.319292 5.470743 -2.2 -0.7 0.6
F 0.163581 4.023382 4.646041 0.2 2.8 -0.9
B -1.216769 4.802533 -2.455051 0.9 -0.5 -2.0
F -0.743624 6.006362 -1.981542 0.8 1.2 0.6
F -1.993322 4.990947 -3.569651 -0.7 0.1 0.0
F -0.185843 3.915060 -2.802348 0.7 0.1 0.3
F -1.879862 4.208180 -1.403752 -1.8 -1.0 2.1
B -5.159020 -2.192764 -1.702896 -1.4 -0.6 -1.3
F -4.799313 -1.279738 -0.792686 0.2 1.7 2.5
F -5.722031 -1.544892 -2.784731 -0.8 0.5 -1.0
F -4.005204 -2.770958 -2.146490 2.8 -1.4 -0.9
F -5.979352 -3.236394 -1.293948 -0.5 -0.1 0.7
```
Forces are in eV/Å.

Mulliken atomic charge list, values in e, 8 entries: C -1.034; C -0.501; N 0.394; C -0.338; C -0.586; N 0.294; C -0.274; C -0.771

Record 2
The following is a quantum chemistry calculation of a structure of composition C17H27BrIN2O2PRbSbSe4, from the Open Molecules 2025 dataset.

As for the total charge: -2. Its maximum force is 3.29 eV Å⁻¹. The calculation puts the relative energy (zero: lowest compared OMol25 entry of this formula, charge and spin) at 7.1 kcal/mol. The spin multiplicity is 1. Its total energy is -14007.20861 Eh. For the molar mass, the calculation gives 1052.3 g mol⁻¹.

```
57
Properties=species:S:1:pos:R:3:forces:R:3
Rb 2.010016 -1.231334 0.489879 0.2 0.3 0.0
O 1.182257 1.821874 1.502409 -0.3 0.6 -0.9
C 1.204408 3.141487 1.320407 0.7 -1.3 1.3
C 1.574926 4.058904 2.357953 -0.8 -2.3 0.0
C 1.547852 5.394925 2.067235 0.5 -0.6 0.8
N 1.365332 5.876393 0.824931 -0.3 0.6 0.9
C 1.059308 4.981731 -0.030674 -0.8 -0.5 -2.2
Br 0.617282 5.677832 -1.807311 0.1 0.1 0.0
C 0.900935 3.605409 0.077102 0.5 1.0 -1.3
H 1.337088 1.482223 2.427948 0.2 -0.2 0.8
H 1.744572 3.448951 3.286639 0.0 1.6 -0.4
H 1.672681 6.108630 2.854279 0.3 0.5 0.2
H 0.775312 2.986557 -0.822954 -0.3 0.2 0.8
C -3.806026 -4.793102 0.421675 0.1 0.1 0.4
C -2.363602 -4.365979 0.041296 0.5 -1.5 0.4
P -2.128989 -2.750886 -0.737718 0.5 0.6 -0.2
C -3.471762 -2.840269 -2.042743 -0.5 0.1 0.4
C -3.296827 -1.943480 -3.266176 0.1 -1.2 -0.5
C -2.839502 -1.604314 0.528965 -1.6 -1.3 1.0
C -2.324353 -0.187176 0.438747 -0.4 1.4 2.6
H -3.671702 -5.536771 1.248153 -0.6 0.4 -0.8
H -4.373187 -5.227507 -0.443598 0.5 0.3 0.9
H -4.378424 -3.918907 0.840842 0.5 -0.9 -0.4
H -1.909635 -5.073145 -0.686133 -0.5 0.1 0.2
H -1.685828 -4.534389 0.926123 -0.6 0.9 -0.7
H -4.476116 -2.647902 -1.608588 0.5 -0.1 0.0
H -3.509085 -3.863899 -2.428058 0.1 -0.1 0.3
H -2.923682 -0.953922 -3.086374 0.3 0.5 0.2
H -4.254144 -1.882701 -3.756721 -0.5 0.4 -0.2
H -2.678685 -2.466353 -4.011915 0.3 0.4 0.3
H -2.603026 -2.010769 1.539871 0.3 0.1 -0.7
H -3.964285 -1.785735 0.495228 1.0 0.9 -0.2
H -1.207906 -0.203862 0.692772 -1.6 0.3 -0.1
H -2.940582 0.587065 1.185575 1.8 -2.1 -1.8
H -2.454302 0.195397 -0.541734 -0.1 0.6 -1.1
C 4.939961 1.545339 2.424791 1.4 0.2 1.5
O 4.669579 0.667677 1.377736 -0.1 -1.0 -0.4
H 4.761185 2.573596 2.162557 -0.7 0.4 -0.5
H 6.029830 1.584092 2.656672 -0.2 -0.4 0.0
H 4.431748 1.329386 3.384273 -0.1 -0.1 -0.6
H 4.785155 -0.264664 1.710425 -0.4 0.8 0.1
Se -0.082997 -2.652177 2.522034 0.4 0.1 0.3
Sb 1.819557 -1.961451 4.087632 -0.3 -0.2 -0.1
Se 1.771034 0.510350 4.334440 -0.1 0.3 -0.1
Se 1.470810 -2.971507 6.291469 0.2 0.0 -0.3
Se 4.004834 -2.410057 2.888998 -0.2 -0.1 0.1
I 2.931589 3.556357 -4.301993 0.3 0.0 -0.2
C 1.826533 1.945473 -3.627380 0.9 -1.4 0.4
C 0.497247 2.102843 -3.392414 -2.4 0.6 0.9
C -0.231422 1.047655 -2.812978 1.4 -1.0 0.3
C 0.447267 -0.135975 -2.472624 -1.0 -0.7 -0.3
N 1.732867 -0.335154 -2.781792 0.0 0.5 0.4
C 2.403986 0.681315 -3.304372 -1.0 1.0 -0.2
H -0.048225 3.075939 -3.476854 0.8 -0.9 -0.3
H -1.263853 1.106910 -2.542095 -0.4 0.4 0.0
H -0.060072 -1.033907 -1.990729 0.4 1.4 -0.6
H 3.433070 0.492988 -3.435127 1.1 0.1 -0.4
```
Forces are in eV/Å.

natural (NBO) atomic charge list, values in e, 8 entries: Rb 0.897; O -0.723; C 0.393; C -0.332; C 0.035; N -0.504; C 0.244; Br -0.073

Record 3
The following is a quantum chemistry calculation of a structure of composition C10H23InNO4S, from the Open Molecules 2025 dataset.

As for the total charge: -1. Its maximum force is 8.44 eV Å⁻¹. The spin multiplicity is 1. Its total energy is -1338.55141 Eh. For the molar mass, the calculation gives 368.2 g mol⁻¹.

```
40
Properties=species:S:1:pos:R:3:forces:R:3
C -1.914395 -1.388194 2.719810 0.4 -0.5 1.0
C -1.661361 -2.275162 1.364566 5.4 -3.0 -0.8
O -0.452873 -2.889939 1.253016 -7.4 4.0 0.7
N -2.649578 -2.522834 0.246723 -0.3 1.3 2.1
C -4.068263 -2.702186 0.739844 -0.6 -0.6 -0.5
C -2.536141 -1.517807 -0.877558 0.9 1.2 -1.1
C -1.879227 -0.075203 -0.460420 0.1 0.5 -1.9
C -2.207695 1.054982 -1.649175 0.0 0.9 1.6
C -1.496101 2.490133 -1.169561 -1.5 -0.4 0.3
In 0.766416 2.415931 -1.114856 0.1 0.3 -0.4
C 1.625430 1.193967 0.612217 0.6 -1.0 0.0
C 3.243055 1.517748 0.878478 -0.9 -0.1 0.6
C 4.165877 0.168557 0.687300 -1.1 0.6 1.9
S 4.719031 -0.160980 -1.071634 2.5 -6.5 -4.5
O 3.894792 -1.358382 -1.683025 2.0 5.2 2.7
O 6.229554 -0.604433 -1.172550 -4.6 2.7 1.1
O 4.564180 1.190128 -2.126599 1.0 -1.5 1.8
H -2.917559 -1.626663 3.286805 1.8 0.3 -1.4
H -1.042953 -1.672867 3.482836 -1.9 0.5 -1.9
H -1.867260 -0.228179 2.574429 -0.1 -2.3 -0.2
H -4.456061 -1.859733 1.453973 0.6 -1.5 -1.2
H -4.139139 -3.764577 1.253554 0.0 2.3 -0.9
H -4.759151 -2.732823 -0.232640 1.5 0.1 2.3
H -1.837481 -1.995871 -1.709858 -1.5 1.1 1.7
H -3.584404 -1.281672 -1.374922 2.0 -0.8 1.2
H -0.705085 -0.195585 -0.476858 -2.4 0.3 0.6
H -2.300523 0.386958 0.528683 0.9 -1.1 -1.8
H -1.814595 0.715519 -2.698092 -0.9 0.6 2.0
H -3.372785 1.257905 -1.617871 2.1 -0.8 -0.5
H -1.882572 3.393218 -1.819616 0.7 -1.8 1.1
H -1.864513 2.699704 -0.063903 0.5 -0.4 -2.1
H 1.366917 1.786451 -2.710172 -0.2 0.0 0.4
H 1.357010 4.141423 -0.988888 -0.1 -0.4 0.2
H 0.956817 1.401842 1.551920 1.5 -0.6 -1.5
H 1.522473 0.058340 0.277991 0.2 2.2 1.0
H 3.297089 1.831857 2.028709 0.4 -0.6 -2.5
H 3.639504 2.390372 0.189103 -0.7 -1.8 1.5
H 5.110012 0.162952 1.392147 -1.6 0.1 -1.9
H 3.473722 -0.746399 1.006359 1.7 1.8 -1.2
H 5.477837 1.341496 -2.510262 -1.2 -0.5 0.8
```
Forces are in eV/Å.

Mulliken atomic charge list, values in e, 8 entries: C -0.872; C 0.449; O -0.579; N 0.107; C -0.845; C -0.613; C 0.073; C -0.514

What is the formula in the first record? C37H92B6F24N9O5

Which value of spin multiplicity does entry 2 give? 1